ORCA calculation (wB97M-V/def2-TZVPD) on a structure of composition C7H14NiO4 in a non-equilibrium geometry.

Each line ends with the Löwdin charge.
Atoms and positions in Å:
Ni  2.51  0.46  0.87  0.5377
O  2.58  -1.40  0.16  -0.2882
O  -2.72  -0.59  0.34  -0.2297
O  2.72  2.29  0.42  -0.3237
O  0.52  0.68  -0.66  -0.1274
C  1.14  -1.56  0.01  -0.2024
C  0.39  2.04  -0.32  -0.2123
C  0.47  -0.29  0.42  -0.1656
C  1.73  2.79  -0.41  -0.3593
C  -1.94  -0.80  -0.69  0.0531
C  3.37  -2.52  -0.18  -0.0767
C  -3.01  -1.63  1.30  -0.0651
H  3.26  -2.75  -1.25  0.0976
H  1.50  3.85  -0.19  0.1104
H  -0.33  2.50  -1.02  0.1268
H  3.07  -3.40  0.42  0.0940
H  -0.29  -0.36  1.21  0.1047
H  2.04  2.75  -1.48  0.1104
H  -2.67  -1.29  2.28  0.0936
H  0.97  -1.83  -1.05  0.1330
H  4.42  -2.27  0.04  0.0990
H  -1.86  -1.91  -0.84  0.0556
H  -0.02  2.15  0.71  0.1290
H  -2.48  -2.56  1.02  0.0848
H  0.83  -2.40  0.65  0.1257
H  -4.09  -1.78  1.30  0.0952

Properties
Lowest unoccupied orbital energy (alpha / beta) ... -0.814 / -2.308 eV
Multiplicity ... 3
Frontier orbital gap (alpha / beta) ... 5.45 / 3.93 eV
Energy above the lowest of the compared OMol25 structures with the same formula, charge and spin ... 2.063 eV
HOMO level (alpha / beta) ... -6.267 / -6.240 eV
Total energy ... -2084.020540 Eh